[1]
# H18O14SV

H18O14SV as an isolated structure (ωB97M-V/def2-TZVPD, OMol25).

Summary:
E_LUMO (spin up / spin down), eV: -1.32 / -1.27
Spin multiplicity: 2
DFT total energy, eV: -65480.69501
Strongest force on any atom, eV Å⁻¹: 8.25

Structure (XYZ):
```
34
Properties=species:S:1:pos:R:3:nbo_charge:R:1
O 0.299 -0.606 0.069 -0.654
V -0.307 0.911 0.009 1.432
S -1.175 4.085 -0.428 2.609
O -0.006 4.727 0.173 -1.055
O -1.225 4.355 -1.854 -1.039
O -0.934 2.656 -0.220 -0.939
O -2.386 4.470 0.262 -1.022
O -1.641 0.595 1.576 -0.855
H -2.503 0.939 1.256 0.509
H -1.915 -0.066 2.206 0.540
O -1.913 0.431 -1.308 -0.869
H -2.068 -0.337 -1.809 0.501
H -2.744 0.893 -1.460 0.525
O 1.337 1.317 1.234 -0.851
H 1.968 0.615 1.380 0.514
H 1.865 2.085 0.975 0.526
O -1.031 -2.468 1.339 -0.987
H -0.526 -2.657 0.544 0.503
H -0.988 -3.312 1.852 0.475
O 0.127 -3.252 -0.913 -0.957
H 0.412 -2.423 -1.299 0.489
H 0.973 -3.680 -0.790 0.478
O 0.029 -1.098 3.480 -0.982
H -0.208 -1.654 2.733 0.489
H 0.936 -0.753 3.348 0.471
O 1.164 -1.333 -2.390 -0.949
H 0.573 -1.488 -3.131 0.507
H 1.986 -1.777 -2.495 0.503
O 2.303 -1.736 0.861 -0.989
H 2.923 -1.218 0.356 0.447
H 1.409 -1.444 0.555 0.483
O 0.973 1.199 -1.665 -0.893
H 0.898 1.674 -2.503 0.523
H 1.380 0.351 -1.956 0.517
```

[2]
# H18O15SV

H18O15SV as an isolated structure (ωB97M-V/def2-TZVPD, OMol25).

Summary:
Net charge: -2
E_LUMO (spin up / spin down), eV: 4.53 / 4.32
Spin multiplicity: 2
DFT total energy, eV: -67528.92956
Strongest force on any atom, eV Å⁻¹: 5.97

Structure (XYZ):
```
35
Properties=species:S:1:pos:R:3:nbo_charge:R:1
O -0.527 -1.131 0.843 -0.745
V -0.110 0.319 0.558 1.226
O 1.353 0.241 -0.134 -0.787
S -0.866 0.377 -2.843 2.641
O -1.652 1.433 -3.369 -1.097
O -1.129 0.416 -1.361 -1.090
O -1.263 -0.917 -3.407 -1.100
O 0.566 0.564 -3.161 -1.085
O -2.399 0.856 1.527 -0.957
H -2.678 -0.046 1.682 0.517
H -3.155 1.387 1.775 0.466
O 4.382 -0.574 -1.211 -0.976
H 3.934 -0.235 -1.986 0.502
H 4.222 0.084 -0.535 0.476
O 2.459 1.974 -2.299 -1.003
H 2.231 2.596 -1.608 0.434
H 1.637 1.527 -2.500 0.516
O 0.791 0.753 2.765 -0.928
H 1.709 0.887 2.998 0.479
H 0.323 1.455 3.218 0.462
O -3.496 -1.757 1.829 -0.993
H -3.600 -2.708 1.798 0.464
H -3.272 -1.511 0.931 0.514
O 3.597 -0.038 1.777 -0.951
H 3.796 -0.517 2.582 0.444
H 3.664 -0.695 1.084 0.499
O -3.534 -0.642 -0.720 -1.014
H -2.634 -0.344 -0.848 0.527
H -3.764 -1.072 -1.543 0.477
O -0.427 2.471 0.624 -0.899
H -1.306 2.837 0.721 0.486
H 0.107 3.205 0.320 0.492
O 0.723 -3.723 0.060 -0.934
H 0.359 -3.860 0.935 0.457
H -0.043 -3.610 -0.503 0.480
```

[3]
# H18O17SV2

H18O17SV2 as an isolated structure (ωB97M-V/def2-TZVPD, OMol25).

Summary:
E_LUMO, eV: -2.83
DFT total energy, eV: -97310.28617
Strongest force on any atom, eV Å⁻¹: 5.56

Structure (XYZ):
```
38
Properties=species:S:1:pos:R:3:mulliken_charge:R:1
O -9.073 23.884 -2.036 -0.478
V -8.115 22.625 -1.740 1.225
O -7.597 22.148 -3.165 -0.577
O -9.617 18.262 -5.998 -0.476
V -9.452 19.847 -5.993 1.462
O -7.917 20.185 -6.209 -0.567
S -10.560 20.393 -2.729 0.737
O -11.705 21.163 -3.277 -1.247
O -11.099 19.336 -1.875 -0.713
O -9.744 19.848 -3.812 -0.463
O -9.718 21.260 -1.888 0.289
O -9.088 17.780 -1.288 -0.654
H -9.871 18.339 -1.504 0.311
H -8.737 17.509 -2.141 0.335
O -12.690 22.544 -1.081 -0.690
H -11.860 22.461 -0.601 0.246
H -12.555 22.028 -1.893 0.470
O -8.598 22.565 0.391 -0.449
H -8.357 23.050 1.187 0.282
H -8.927 21.697 0.730 0.459
O -11.596 20.566 -5.827 -0.523
H -11.725 20.818 -4.875 0.568
H -12.427 20.792 -6.259 0.267
O -13.723 18.895 -2.950 -0.662
H -13.563 19.281 -3.815 0.313
H -12.918 19.096 -2.439 0.287
O -11.896 16.728 -2.592 -0.688
H -11.571 17.598 -2.307 0.480
H -12.467 16.919 -3.340 0.337
O -11.823 18.489 0.408 -0.780
H -11.468 18.849 -0.439 0.524
H -12.771 18.649 0.364 0.309
O -12.399 23.414 -4.556 -0.680
H -12.085 22.650 -4.029 0.546
H -12.081 23.250 -5.448 0.285
O -9.698 20.192 1.457 -0.710
H -10.065 20.303 2.340 0.294
H -10.361 19.657 0.989 0.329
```

[4]
# H18O9

A 9-piece molecular cluster, H18O9 overall (ωB97M-V/def2-TZVPD, OMol25).

Summary:
Net charge: -1
E_LUMO (spin up / spin down), eV: 2.77 / 2.72
Spin multiplicity: 2
DFT total energy, eV: -18719.85269
Strongest force on any atom, eV Å⁻¹: 1.40

Structure (XYZ):
```
27
Properties=species:S:1:pos:R:3:nbo_charge:R:1
O 0.500 0.405 0.351 -1.031
H 0.725 -0.524 0.396 0.498
H -0.443 0.432 0.512 0.492
O 0.574 -2.323 0.454 -1.433
H -0.356 -2.436 0.652 0.355
H 1.008 -3.031 0.930 0.382
O 0.345 2.957 1.816 -0.991
H 0.744 2.225 1.345 0.485
H 0.044 2.576 2.640 0.483
O 1.611 0.679 -2.168 -0.986
H 1.545 0.978 -1.261 0.475
H 1.781 -0.260 -2.100 0.482
O -0.287 3.406 -1.648 -0.944
H -1.020 3.048 -2.149 0.460
H -0.061 2.715 -1.026 0.482
O -0.820 1.323 3.667 -0.981
H -0.238 0.789 4.208 0.472
H -1.354 0.687 3.191 0.469
O 2.235 -1.887 -2.079 -0.976
H 1.529 -2.231 -1.531 0.487
H 2.740 -2.660 -2.332 0.472
O -1.045 -2.480 -2.143 -0.993
H -0.528 -2.537 -1.340 0.461
H -1.114 -3.384 -2.449 0.449
O -2.321 0.453 0.638 -1.009
H -3.042 0.031 0.171 0.473
H -2.750 1.049 1.252 0.468
```

[5]
# H18O9

A 9-piece molecular cluster, H18O9 overall (ωB97M-V/def2-TZVPD, OMol25).

Summary:
E_LUMO, eV: 0.22
Structure (SMILES): O.O.O.O.O.O.O.O.O
DFT total energy, eV: -18719.18540
Strongest force on any atom, eV Å⁻¹: 0.34

Structure (XYZ):
```
27
Properties=species:S:1:pos:R:3:nbo_charge:R:1
O 9.607 3.272 11.690 -0.938
H 10.543 3.433 11.572 0.471
H 9.182 3.856 11.062 0.466
O 11.234 8.247 3.555 -0.947
H 10.991 9.172 3.504 0.470
H 11.269 7.958 2.643 0.476
O 11.047 6.057 -0.467 -0.940
H 11.634 5.770 -1.166 0.471
H 10.538 5.277 -0.246 0.470
O 5.385 2.622 4.976 -0.934
H 6.223 2.950 4.650 0.468
H 4.804 2.653 4.216 0.466
O 13.565 4.727 9.261 -0.945
H 13.864 5.542 8.858 0.473
H 14.353 4.187 9.323 0.472
O 11.000 3.809 5.172 -0.948
H 11.075 4.737 4.950 0.474
H 11.205 3.769 6.107 0.474
O 14.249 -0.463 8.678 -0.940
H 13.930 -1.349 8.851 0.468
H 13.805 -0.200 7.872 0.472
O 14.603 8.483 6.420 -0.942
H 15.269 9.082 6.082 0.468
H 13.933 8.460 5.736 0.474
O 11.401 -0.399 5.148 -0.943
H 10.566 -0.478 5.609 0.469
H 11.396 0.491 4.794 0.474
```

[6]
# H18O9

A 9-piece molecular cluster, H18O9 overall (ωB97M-V/def2-TZVPD, OMol25).

Summary:
E_LUMO, eV: -0.86
Structure (SMILES): O.O.O.O.O.O.O.O.O
DFT total energy, eV: -18718.86757
Strongest force on any atom, eV Å⁻¹: 2.53

Structure (XYZ):
```
27
Properties=species:S:1:pos:R:3:nbo_charge:R:1
O 11.038 14.358 -7.448 -0.931
H 10.258 14.015 -7.051 0.471
H 11.271 15.043 -6.835 0.449
O 6.240 10.912 -6.510 -0.950
H 5.799 11.773 -6.383 0.481
H 7.161 11.038 -6.487 0.459
O 7.010 13.365 -7.846 -0.977
H 7.542 13.540 -7.071 0.489
H 6.177 13.707 -7.591 0.481
O 5.098 13.392 -5.682 -0.956
H 4.212 13.167 -5.492 0.490
H 5.308 14.268 -5.404 0.479
O 6.223 11.328 -9.766 -0.956
H 7.036 10.894 -9.976 0.463
H 6.419 12.054 -9.168 0.485
O 5.174 15.791 -7.766 -0.939
H 5.007 16.429 -8.472 0.505
H 5.103 16.310 -7.006 0.466
O 7.199 15.166 -9.918 -0.954
H 6.826 14.534 -9.271 0.487
H 7.592 15.833 -9.398 0.450
O 2.706 14.836 -7.558 -0.956
H 3.637 15.091 -7.446 0.474
H 2.503 14.218 -6.904 0.450
O 8.810 13.824 -5.964 -0.931
H 8.886 14.736 -5.766 0.479
H 8.674 13.499 -5.082 0.493
```

[7]
# H18O9

A 9-piece molecular cluster, H18O9 overall (ωB97M-V/def2-TZVPD, OMol25).

Summary:
E_LUMO, eV: -0.21
Structure (SMILES): O.O.O.O.O.O.O.O.O
DFT total energy, eV: -18719.49826
Strongest force on any atom, eV Å⁻¹: 3.21

Structure (XYZ):
```
27
Properties=species:S:1:pos:R:3:nbo_charge:R:1
O -1.063 16.508 -5.213 -0.987
H -0.226 17.034 -5.151 0.495
H -1.613 17.039 -4.561 0.520
O -3.554 17.053 -3.294 -0.980
H -3.779 16.412 -3.979 0.495
H -4.386 17.457 -3.057 0.479
O -5.313 15.201 -8.052 -0.967
H -4.836 15.433 -8.827 0.485
H -5.501 14.282 -8.102 0.495
O -5.733 14.191 -4.554 -0.981
H -4.968 14.553 -5.110 0.470
H -6.491 14.618 -4.880 0.473
O 0.447 15.794 -7.967 -0.943
H -0.313 15.655 -7.397 0.476
H 1.216 15.959 -7.435 0.469
O -7.577 15.335 -6.127 -0.951
H -7.014 15.725 -6.738 0.482
H -8.291 14.866 -6.599 0.483
O -3.732 15.477 -5.704 -0.980
H -2.884 15.880 -5.886 0.498
H -4.210 15.709 -6.488 0.500
O -0.752 14.269 -3.881 -0.966
H -0.416 14.590 -3.076 0.461
H -0.699 15.003 -4.498 0.477
O -3.357 12.569 -5.493 -0.949
H -3.266 13.350 -6.039 0.462
H -2.882 12.780 -4.664 0.485
```

[8]
# H18O9

A 9-piece molecular cluster, H18O9 overall (ωB97M-V/def2-TZVPD, OMol25).

Summary:
E_LUMO, eV: 0.03
Structure (SMILES): O.O.O.O.O.O.O.O.O
DFT total energy, eV: -18720.05297
Strongest force on any atom, eV Å⁻¹: 0.66

Structure (XYZ):
```
27
Properties=species:S:1:pos:R:3:nbo_charge:R:1
O 1.163 -2.279 1.553 -0.931
H 0.951 -3.218 1.524 0.464
H 1.096 -1.985 0.637 0.467
O 2.698 0.420 -2.173 -0.970
H 1.912 0.552 -1.602 0.489
H 2.725 1.190 -2.748 0.464
O 0.181 -2.412 -1.920 -0.972
H 1.125 -2.201 -1.882 0.497
H 0.134 -3.262 -2.374 0.483
O -0.339 3.446 0.311 -0.964
H 0.437 3.694 -0.210 0.489
H -0.787 4.281 0.496 0.494
O -0.304 1.648 2.460 -0.995
H -0.272 2.374 1.813 0.484
H -1.077 1.111 2.202 0.486
O -2.529 0.110 1.520 -0.961
H -2.710 -0.641 2.099 0.484
H -3.018 -0.079 0.709 0.489
O 0.315 0.596 -0.748 -0.980
H -0.424 0.001 -0.574 0.495
H -0.006 1.472 -0.483 0.501
O 2.394 0.990 1.476 -0.963
H 1.972 0.657 0.677 0.466
H 1.770 0.764 2.179 0.491
O -2.664 -2.111 -1.809 -0.959
H -3.007 -2.988 -1.610 0.465
H -1.735 -2.132 -1.522 0.487
```

What did the fourth record say?
# H18O9

A 9-piece molecular cluster, H18O9 overall (ωB97M-V/def2-TZVPD, OMol25).

Summary:
Net charge: -1
E_LUMO (spin up / spin down), eV: 2.77 / 2.72
Spin multiplicity: 2
DFT total energy, eV: -18719.85269
Strongest force on any atom, eV Å⁻¹: 1.40

Structure (XYZ):
```
27
Properties=species:S:1:pos:R:3:nbo_charge:R:1
O 0.500 0.405 0.351 -1.031
H 0.725 -0.524 0.396 0.498
H -0.443 0.432 0.512 0.492
O 0.574 -2.323 0.454 -1.433
H -0.356 -2.436 0.652 0.355
H 1.008 -3.031 0.930 0.382
O 0.345 2.957 1.816 -0.991
H 0.744 2.225 1.345 0.485
H 0.044 2.576 2.640 0.483
O 1.611 0.679 -2.168 -0.986
H 1.545 0.978 -1.261 0.475
H 1.781 -0.260 -2.100 0.482
O -0.287 3.406 -1.648 -0.944
H -1.020 3.048 -2.149 0.460
H -0.061 2.715 -1.026 0.482
O -0.820 1.323 3.667 -0.981
H -0.238 0.789 4.208 0.472
H -1.354 0.687 3.191 0.469
O 2.235 -1.887 -2.079 -0.976
H 1.529 -2.231 -1.531 0.487
H 2.740 -2.660 -2.332 0.472
O -1.045 -2.480 -2.143 -0.993
H -0.528 -2.537 -1.340 0.461
H -1.114 -3.384 -2.449 0.449
O -2.321 0.453 0.638 -1.009
H -3.042 0.031 0.171 0.473
H -2.750 1.049 1.252 0.468
```

Question: Among the records above, which one has the lowest strongest force on any atom?
Answer: number 5